[1]
ORCA calculation (the ωB97M-V functional and the def2-TZVPD basis) on a 2-piece molecular cluster, C4H9NO overall.

Each line ends with the Mulliken charge.
CARTESIAN COORDINATES (ANGSTROEM)
1 C -1.084 0.211 1.336  -0.185
2 N -0.138 -0.249 0.610  -0.438
3 C 0.706 0.638 -0.139  0.458
4 C 1.200 1.867 0.048  -0.848
5 C 0.813 -0.019 -1.583  -0.966
6 H -2.046 -0.500 1.709  0.230
7 H -1.173 1.257 1.765  0.260
8 H 1.736 2.031 1.017  0.248
9 H 1.582 2.555 -0.686  0.317
10 H 1.356 0.711 -2.131  0.357
11 H 1.515 -0.857 -1.454  0.258
12 H -0.220 -0.330 -1.949  0.273
13 O -1.802 -2.581 0.487  -0.670
14 H -1.476 -1.731 0.247  0.402
15 H -0.968 -3.002 0.722  0.305

Atomic forces in eV per Å
-1.8 -0.6 1.6
-0.6 0.8 0.9
-1.1 -0.9 -3.0
1.8 -0.7 2.6
-1.2 0.3 2.2
3.1 1.6 -1.0
0.3 -0.8 -1.1
-1.6 0.5 -0.2
0.1 -0.5 -0.8
0.0 0.5 -1.2
-0.6 -0.1 -0.1
1.6 0.4 0.1
-0.2 -1.3 0.3
0.4 1.2 -0.6
-0.2 -0.3 0.1

Output
ΔE to the lowest compared entry with this formula, charge and spin in kJ/mol: 367.53

[2]
ORCA calculation (the ωB97M-V functional and the def2-TZVPD basis) on C39H30BrCl2MoN2O4P2S3 as an isolated structure.

Each line ends with the Mulliken spin population.
CARTESIAN COORDINATES (ANGSTROEM)
1 Mo 0.064 -0.401 -0.123  2.013
2 C 2.014 0.184 2.555  0.024
3 P 1.835 -1.265 1.408  -0.090
4 C 1.381 -2.395 2.787  -0.013
5 C 0.062 -2.450 3.239  -0.005
6 C -0.270 -3.229 4.342  -0.001
7 C 0.704 -3.956 5.008  -0.001
8 C 2.022 -3.894 4.573  0.000
9 C 2.359 -3.112 3.476  0.001
10 C 3.542 -1.648 0.896  0.008
11 C 4.418 -0.596 0.621  -0.001
12 C 5.702 -0.847 0.156  0.006
13 C 6.133 -2.151 -0.032  -0.002
14 C 5.267 -3.204 0.231  0.001
15 C 3.978 -2.957 0.681  0.000
16 C 0.592 0.539 2.847  0.005
17 C -0.091 0.952 3.966  0.021
18 C -1.434 1.224 3.559  0.025
19 C -1.498 0.960 2.211  0.018
20 C -2.506 1.194 1.125  -0.018
21 P -1.347 1.640 -0.241  -0.015
22 C -0.758 3.255 0.439  0.008
23 C -1.634 4.341 0.493  0.000
24 C -1.210 5.571 0.975  0.001
25 C 0.102 5.736 1.405  -0.001
26 C 0.976 4.662 1.369  0.001
27 C 0.547 3.428 0.893  0.022
28 C -2.297 2.250 -1.665  0.008
29 C -3.624 1.895 -1.874  -0.005
30 C -4.309 2.386 -2.979  0.001
31 C -3.667 3.223 -3.884  -0.002
32 C -2.338 3.576 -3.683  -0.001
33 C -1.656 3.093 -2.575  -0.007
34 N -0.270 0.508 1.775  -0.053
35 H 2.522 1.014 2.060  -0.003
36 H 2.570 -0.086 3.449  0.001
37 H -0.715 -1.893 2.741  0.004
38 H -1.299 -3.260 4.679  0.000
39 H 0.441 -4.559 5.872  0.000
40 H 2.793 -4.449 5.094  0.000
41 H 3.393 -3.058 3.164  -0.001
42 H 4.098 0.426 0.741  0.004
43 H 6.359 -0.016 -0.074  0.000
44 H 7.135 -2.348 -0.396  -0.001
45 H 5.588 -4.225 0.065  0.000
46 H 3.296 -3.780 0.840  -0.001
47 H 0.317 1.066 4.963  0.000
48 H -2.242 1.579 4.186  0.000
49 H -3.180 2.015 1.357  -0.006
50 H -3.072 0.306 0.852  0.006
51 H -2.654 4.230 0.142  0.000
52 H -1.903 6.404 1.009  0.000
53 H 0.440 6.703 1.761  0.000
54 H 2.000 4.782 1.706  0.000
55 H 1.236 2.597 0.869  -0.006
56 H -4.120 1.219 -1.185  0.000
57 H -5.345 2.112 -3.136  0.000
58 H -4.203 3.590 -4.753  0.000
59 H -1.832 4.223 -4.390  0.000
60 H -0.616 3.361 -2.416  0.000
61 S 3.555 -0.181 -3.184  0.104
62 C 2.261 -0.270 -2.180  0.012
63 S 1.889 0.964 -0.991  -0.047
64 S 1.088 -1.526 -2.106  -0.032
65 Cl -2.107 -4.609 -1.394  0.000
66 C -1.070 -4.742 0.028  0.001
67 Cl -2.035 -4.977 1.509  0.000
68 C -0.162 -3.508 0.183  -0.001
69 O 1.034 -3.766 0.246  0.011
70 O -0.754 -2.353 0.258  0.006
71 H -0.452 -5.614 -0.095  0.000
72 Br 0.124 1.632 -5.955  0.000
73 C -1.175 0.404 -5.330  -0.003
74 C -2.050 -0.178 -6.231  0.000
75 N -3.003 -1.029 -5.847  0.000
76 C -3.100 -1.301 -4.541  0.001
77 C -2.265 -0.759 -3.572  -0.008
78 C -1.267 0.110 -3.985  -0.002
79 C -2.539 -1.095 -2.121  0.001
80 O -3.482 -1.814 -1.866  -0.001
81 O -1.842 -0.466 -1.196  -0.004
82 H -1.984 0.050 -7.291  0.000
83 H -3.885 -1.983 -4.235  0.000
84 H -0.581 0.545 -3.282  0.016

Atomic forces in eV per Å
-1.3 -0.8 -1.9
-0.2 0.1 -0.1
0.8 0.3 1.0
0.0 -0.3 -0.2
0.1 -0.1 0.0
0.0 0.1 0.0
0.0 0.0 0.0
0.0 0.1 0.0
0.0 0.0 0.0
0.0 -0.1 -0.2
0.1 -0.1 0.1
0.0 0.0 0.0
0.0 0.0 0.0
0.0 0.0 0.0
-0.1 0.0 -0.1
-0.2 0.2 -0.1
0.0 0.1 0.0
0.0 0.0 0.0
0.1 -0.2 0.1
0.2 -0.1 0.0
-0.2 1.0 0.5
0.2 0.0 -0.1
0.0 0.0 0.0
0.0 -0.1 0.0
0.0 0.0 0.0
0.0 0.0 0.0
-0.1 0.1 0.0
0.3 0.0 -0.1
-0.1 0.0 0.0
0.0 0.0 0.0
0.0 0.0 0.0
0.0 0.0 0.1
0.0 0.0 0.0
-0.1 -0.1 0.7
0.0 0.0 -0.1
0.1 -0.1 0.0
-0.1 0.0 -0.1
0.0 0.0 0.0
0.0 0.0 -0.1
0.0 0.0 0.0
0.0 0.0 0.0
0.0 0.1 0.0
0.0 0.0 0.0
-0.1 0.0 0.0
0.0 0.0 0.0
0.0 0.0 0.0
0.0 0.0 -0.1
0.1 0.0 -0.1
-0.1 0.1 0.0
-0.1 -0.1 -0.1
0.0 0.0 0.0
0.0 0.0 0.0
0.0 -0.1 0.0
-0.1 0.0 0.0
0.0 0.0 0.0
0.0 0.0 -0.1
0.0 0.0 0.0
0.1 0.0 0.1
0.0 -0.1 0.0
0.0 0.0 0.0
-0.1 0.0 0.0
0.1 0.0 -0.1
-0.1 0.1 0.1
0.1 0.0 0.3
0.0 0.0 0.0
-0.3 0.4 0.0
0.0 0.0 0.0
-0.2 0.5 0.2
-0.1 0.4 0.0
0.9 -0.9 0.0
0.2 -0.1 0.0
0.0 0.0 0.0
0.0 0.0 -0.1
-0.2 -0.1 0.1
0.1 0.1 0.2
-0.1 0.0 -0.3
0.2 0.0 0.1
0.0 0.0 0.0
0.0 0.4 0.5
-0.1 0.0 0.0
0.3 -0.4 -0.6
0.0 0.0 0.1
0.1 0.1 0.0
0.1 0.1 0.2

Output
Net charge: -1
2S+1: 3
ΔE to the lowest compared entry with this formula, charge and spin in kJ/mol: 53.85

[3]
ORCA calculation (the ωB97M-V functional and the def2-TZVPD basis) on a 2-piece molecular cluster, C6H12O overall.

Each line ends with the Mulliken spin population.
CARTESIAN COORDINATES (ANGSTROEM)
1 C -0.055 1.619 1.461  -0.014
2 C 0.193 0.870 0.215  0.156
3 C 0.015 1.460 -1.021  0.370
4 C 0.246 -0.612 0.196  0.057
5 C 1.333 -0.955 -0.727  0.094
6 C 2.542 -0.354 -0.616  0.214
7 H 0.584 1.279 2.270  0.012
8 H -1.085 1.400 1.769  0.024
9 H -0.039 2.698 1.357  0.000
10 H 0.010 2.534 -1.160  0.017
11 H -0.238 0.874 -1.904  0.010
12 H 0.437 -0.900 1.244  0.031
13 H -0.727 -1.095 0.060  0.021
14 H 1.157 -1.638 -1.554  0.002
15 H 2.798 0.089 0.336  0.003
16 H 3.291 -0.290 -1.382  0.004
17 H -2.804 -1.397 1.039  0.000
18 H -4.106 -1.863 0.329  0.000
19 O -3.159 -1.672 0.188  0.000

Atomic forces in eV per Å
0.2 0.1 0.3
-1.6 0.1 -0.9
0.3 0.3 -0.4
0.0 -0.2 2.2
0.4 -0.4 -0.9
-0.4 0.3 0.5
0.1 0.1 0.2
0.0 -0.3 0.0
0.3 0.1 -0.1
0.0 0.0 0.1
0.3 -0.1 0.2
0.4 -0.3 -0.2
0.0 0.2 -0.7
-0.2 0.2 -0.1
0.0 0.4 0.1
0.2 -0.5 -0.2
-0.4 -0.1 0.1
0.7 0.1 0.0
-0.3 0.0 0.0

Output
Net charge: +1
2S+1: 2
ΔE to the lowest compared entry with this formula, charge and spin in kJ/mol: 123.83

[4]
ORCA calculation (the ωB97M-V functional and the def2-TZVPD basis) on a 7-piece molecular cluster, C29H39Br2N8O4 overall.

Each line ends with the Mulliken charge.
CARTESIAN COORDINATES (ANGSTROEM)
1 C -0.808 3.130 -1.054  -1.065
2 C -1.531 1.622 -1.021  0.094
3 N -2.643 1.525 -0.229  -0.519
4 C -0.865 0.484 -1.977  0.090
5 N -0.147 -0.652 -1.308  1.289
6 C 1.325 -0.200 -1.174  -1.025
7 O 1.518 1.015 -0.391  -0.013
8 C 2.876 1.550 -0.440  0.499
9 C 3.112 3.010 0.342  -0.371
10 C 4.537 3.817 0.395  -0.375
11 C 5.818 3.124 -0.387  -0.422
12 C 5.669 1.665 -1.143  -0.538
13 C 4.199 0.902 -1.150  -0.247
14 C -0.013 -1.916 -2.188  -0.297
15 C 0.151 -1.602 -3.785  0.438
16 O -0.821 -1.345 -4.662  -0.481
17 O 1.537 -1.664 -4.340  -0.291
18 C 1.787 -0.552 -5.269  0.618
19 C 2.190 0.989 -4.867  -0.599
20 O 1.726 -0.829 -6.595  -0.486
21 C -0.713 -1.138 0.005  -0.033
22 Br 0.366 -1.284 1.737  -0.092
23 C -2.135 -1.634 0.207  -0.040
24 C -3.241 -1.645 -0.993  -0.812
25 Br -2.794 -2.323 2.012  -0.114
26 H -1.571 3.972 -1.392  0.419
27 H -0.349 3.361 -0.002  0.247
28 H 0.087 3.089 -1.842  0.199
29 H -2.786 2.464 0.211  0.332
30 H -1.733 0.142 -2.725  0.589
31 H -0.068 1.023 -2.684  -0.327
32 H 1.809 0.006 -2.246  -0.082
33 H 2.006 -1.037 -0.686  0.499
34 H 2.173 3.503 0.892  0.140
35 H 4.570 4.831 0.980  0.308
36 H 6.846 3.690 -0.392  0.286
37 H 6.550 1.137 -1.709  0.416
38 H 4.082 -0.123 -1.720  0.239
39 H 0.962 -2.530 -1.874  0.404
40 H -0.901 -2.663 -2.068  0.466
41 H 1.206 1.586 -4.561  0.167
42 H 2.941 1.064 -3.945  0.194
43 H 2.748 1.556 -5.756  0.337
44 H -3.057 -2.461 -1.833  0.305
45 H -3.398 -0.629 -1.551  0.236
46 H -4.306 -1.924 -0.530  0.285
47 C -6.527 -4.284 2.340  -0.266
48 C -5.989 -4.215 0.920  0.434
49 N -5.542 -4.159 -0.257  -0.521
50 H -7.611 -4.429 2.321  0.299
51 H -6.066 -5.119 2.874  0.257
52 H -6.301 -3.354 2.870  -0.196
53 C -6.065 -0.436 4.241  -0.445
54 C -6.612 -1.523 5.151  0.287
55 N -7.066 -2.426 5.906  -0.441
56 H -6.890 0.101 3.764  0.286
57 H -5.469 0.273 4.823  0.274
58 H -5.433 -0.880 3.467  0.049
59 C 8.045 6.921 -0.483  -0.738
60 C 6.724 7.013 -1.229  0.362
61 N 5.627 7.089 -1.847  -0.446
62 H 8.737 6.274 -1.028  0.271
63 H 8.489 7.916 -0.387  0.311
64 H 7.881 6.506 0.516  0.254
65 C -9.106 -8.016 1.746  -0.740
66 C -8.355 -7.418 2.924  0.424
67 N -7.732 -6.921 3.902  -0.477
68 H -9.843 -8.741 2.103  0.299
69 H -9.623 -7.226 1.193  0.261
70 H -8.406 -8.521 1.075  0.267
71 C -1.181 1.705 4.285  -0.590
72 C -2.520 1.859 3.582  0.454
73 N -3.631 1.987 2.999  -0.519
74 H -1.033 0.662 4.579  0.213
75 H -0.371 2.004 3.614  0.158
76 H -1.155 2.334 5.179  0.326
77 C 8.939 -0.642 0.677  -0.696
78 C 9.169 0.680 -0.038  0.389
79 N 9.360 1.776 -0.632  -0.451
80 H 8.989 -0.493 1.759  0.266
81 H 7.954 -1.040 0.417  0.227
82 H 9.705 -1.364 0.381  0.289

Atomic forces in eV per Å
0.7 -0.9 -1.0
-2.1 2.4 2.8
4.6 -0.2 -3.4
-2.3 2.7 -2.1
1.3 -0.8 0.7
4.1 0.4 0.2
1.2 -0.7 -1.1
4.6 2.7 0.3
2.0 -0.8 -1.1
-1.1 -4.8 -2.5
-3.2 -1.9 0.0
-3.7 2.2 2.1
-0.4 2.7 1.3
0.9 -2.5 -1.9
-3.3 1.5 -5.7
6.0 -1.6 6.5
-2.5 2.5 1.2
0.0 -0.7 -8.7
0.2 0.2 1.1
0.4 1.6 9.4
-5.1 -2.4 3.6
-0.6 0.5 -2.6
3.1 1.7 -2.1
-1.2 -0.5 0.2
1.0 1.0 -2.7
1.6 -2.0 0.8
-1.0 -0.5 -2.0
-1.9 0.3 1.8
0.1 -0.9 -0.4
2.1 0.2 1.9
-1.8 -1.2 1.8
-1.6 -0.6 2.0
-1.9 1.4 -0.8
2.3 -1.3 -1.4
0.1 -2.2 -1.4
-2.2 -1.4 0.0
-1.9 1.3 1.3
0.4 2.3 1.3
-2.2 1.6 -0.5
1.4 1.9 -0.1
2.1 -1.3 -0.8
-1.7 -0.5 -1.8
-1.6 -1.7 1.8
-0.1 1.5 2.0
0.7 -1.7 1.5
2.5 0.5 -0.9
0.5 0.1 -1.2
2.9 0.4 -7.7
-3.5 -0.4 9.3
0.2 0.0 0.0
-0.1 0.1 -0.2
0.0 -0.1 -0.2
-0.5 -0.9 0.8
-3.0 -5.9 5.0
3.7 7.2 -6.1
0.1 -0.1 0.1
-0.1 -0.2 -0.1
-0.1 0.0 0.1
-1.1 0.1 -0.6
-7.3 0.5 -4.1
8.8 -0.7 5.0
-0.2 0.1 0.0
-0.2 -0.1 -0.1
-0.1 0.1 -0.2
0.6 0.5 1.0
4.1 3.2 6.4
-5.0 -4.0 -7.9
0.2 0.2 0.1
0.1 -0.1 0.2
0.0 0.1 0.2
-1.1 0.1 -0.5
-7.3 0.8 -3.8
8.9 -1.0 4.6
-0.1 0.1 -0.1
-0.2 0.0 0.0
-0.1 -0.1 -0.2
0.2 1.1 -0.6
1.3 7.2 -3.9
-1.6 -8.8 4.7
0.0 0.1 -0.2
0.1 0.2 0.0
-0.1 0.2 0.0

Output
Net charge: +1
Electronic energy in eV: -190870.53454